{"formula": "C12H13ClMgO", "method": "ωB97M-V/def2-TZVPD", "fmax_ev_per_a": 6.60, "orbital_gap_ev": [3.6, 3.6], "e_above_lowest_kcal_mol": 51.6, "charge": -2, "lumo_ev": [4.55, 4.55], "symbols": ["C", "C", "C", "H", "C", "C", "H", "H", "H", "H", "Mg", "Cl", "C", "C", "C", "H", "C", "C", "H", "H", "H", "H", "C", "C", "O", "H", "H", "H"], "xyz": [[-2.529, -1.219, -0.288], [-1.852, -1.374, -1.533], [-1.588, -0.073, -2.003], [-1.746, -2.305, -2.056], [-1.865, 0.898, -1.043], [-2.477, 0.247, 0.047], [-2.864, 0.698, 0.944], [-3.014, -1.971, 0.354], [-1.128, 0.126, -2.989], [-1.810, 1.994, -1.184], [-1.255, -1.017, 1.315], [0.446, -2.565, 1.746], [2.665, 0.017, -0.004], [2.311, 1.240, -0.613], [1.946, 0.989, -1.961], [2.221, 2.206, -0.058], [2.104, -0.407, -2.163], [2.484, -1.007, -0.933], [2.528, -2.121, -0.703], [2.810, -0.135, 1.107], [1.537, 1.753, -2.705], [1.756, -0.989, -3.047], [-0.120, 0.499, 3.292], [-0.161, 1.222, 2.027], [-0.027, 2.293, 1.578], [0.784, -0.124, 3.330], [-1.055, -0.119, 3.403], [-0.101, 1.245, 4.139]]}

{"formula": "C12H13F5MgN2O2", "method": "ωB97M-V/def2-TZVPD", "fmax_ev_per_a": 0.45, "orbital_gap_ev": 6.9, "e_above_lowest_kcal_mol": 0.0, "charge": 0, "lumo_ev": -0.07, "symbols": ["Mg", "C", "C", "O", "N", "C", "C", "C", "C", "C", "C", "N", "H", "H", "H", "H", "H", "H", "H", "H", "H", "H", "C", "C", "O", "H", "H", "H", "F", "C", "F", "C", "F", "F", "F"], "xyz": [[0.225, -0.890, -0.614], [2.705, 0.061, 2.875], [1.414, -0.021, 2.116], [1.292, -0.777, 1.148], [0.392, 0.727, 2.557], [-0.934, 0.700, 1.942], [-1.026, 1.610, 0.742], [-1.599, 2.865, 0.841], [-1.628, 3.685, -0.279], [-1.075, 3.223, -1.458], [-0.521, 1.952, -1.484], [-0.502, 1.159, -0.408], [3.506, -0.312, 2.245], [2.636, -0.563, 3.767], [2.924, 1.081, 3.190], [0.566, 1.366, 3.315], [-1.653, 1.008, 2.699], [-1.169, -0.329, 1.673], [-2.025, 3.189, 1.782], [-2.077, 4.667, -0.226], [-1.069, 3.823, -2.356], [-0.055, 1.532, -2.372], [2.368, -1.966, -2.993], [1.435, -0.902, -2.447], [1.302, 0.121, -3.126], [2.691, -1.734, -4.011], [1.887, -2.947, -2.955], [3.240, -2.027, -2.334], [-2.792, -1.351, -0.174], [-1.600, -2.075, -0.066], [-1.621, -2.574, 1.239], [-1.787, -3.288, -0.975], [-0.679, -4.061, -0.927], [-2.835, -4.070, -0.673], [-1.935, -2.882, -2.250]]}

{"formula": "C12H13F6MnNO", "method": "ωB97M-V/def2-TZVPD", "fmax_ev_per_a": 4.16, "orbital_gap_ev": [7.0, 7.0], "multiplicity": 4, "e_above_lowest_kcal_mol": 15.6, "charge": 0, "lumo_ev": [-0.50, -0.42], "symbols": ["C", "C", "C", "C", "C", "Mn", "C", "C", "C", "N", "H", "H", "H", "H", "H", "H", "H", "H", "H", "H", "C", "C", "O", "C", "F", "F", "F", "C", "F", "F", "F", "H", "H", "H"], "xyz": [[1.476, -1.462, -2.264], [0.078, -1.519, -2.596], [-0.621, -2.156, -1.504], [0.358, -2.539, -0.506], [1.663, -2.103, -0.981], [0.342, -0.458, -0.765], [-0.571, 1.223, -1.373], [0.860, 1.640, -1.563], [1.355, 2.287, -2.696], [1.613, 0.991, -0.644], [-1.700, -2.322, -1.446], [-0.366, -1.150, -3.522], [0.162, -3.062, 0.422], [2.612, -2.247, -0.470], [2.260, -1.049, -2.898], [-1.095, 1.100, -2.307], [2.478, 1.421, -0.324], [-1.103, 1.738, -0.581], [0.646, 2.746, -3.401], [2.412, 2.139, -2.936], [-0.095, 1.573, 2.177], [-0.822, 0.248, 1.926], [-0.736, -0.265, 0.655], [-0.272, -0.869, 2.906], [-0.361, -0.549, 4.232], [-0.895, -2.059, 2.711], [1.056, -1.065, 2.623], [-2.375, 0.454, 2.097], [-2.754, 0.897, 3.331], [-2.773, 1.411, 1.190], [-3.070, -0.662, 1.809], [0.980, 1.435, 2.035], [-0.292, 1.913, 3.199], [-0.453, 2.320, 1.464]]}

{"formula": "C12H13MgN", "method": "ωB97M-V/def2-TZVPD", "fmax_ev_per_a": 4.03, "orbital_gap_ev": 5.2, "e_above_lowest_kcal_mol": 48.5, "charge": 0, "lumo_ev": -0.49, "symbols": ["Mg", "C", "H", "H", "H", "H", "H", "C", "C", "C", "C", "N", "C", "C", "C", "C", "C", "C", "C", "H", "H", "H", "H", "H", "H", "H", "H"], "xyz": [[-0.011, -0.286, 0.078], [2.390, 0.487, -0.369], [1.499, 0.933, -0.912], [2.918, 1.222, 0.247], [3.080, 0.016, -1.088], [2.873, -0.627, 0.865], [2.210, -1.113, 1.034], [-1.722, -1.446, -3.799], [-3.074, -1.194, -3.570], [-3.469, -0.636, -2.355], [-2.508, -0.353, -1.361], [-1.201, -0.642, -1.606], [-0.803, -1.153, -2.790], [-2.817, 0.263, -0.045], [-4.142, 0.593, 0.358], [-4.387, 1.166, 1.611], [-3.321, 1.441, 2.471], [-1.988, 1.123, 2.080], [-1.780, 0.537, 0.852], [-1.354, -1.863, -4.740], [-3.812, -1.419, -4.345], [-4.506, -0.398, -2.156], [0.267, -1.334, -2.930], [-4.962, 0.393, -0.323], [-5.401, 1.409, 1.923], [-3.489, 1.895, 3.451], [-1.159, 1.343, 2.757]]}

Which formula does entry 3 have?
C12H13F6MnNO